Formula: C5H10N2O
Source: OMol25
Level of theory: ωB97M-V with the def2-TZVPD basis set

Values from the calculation:
- SMILES: Cc1c[nH]cn1.CO
- Calculated total energy: -10372.9318 eV
- Energy above the lowest of the compared OMol25 structures with the same formula, charge and spin: 229.0 kJ/mol

```
18
Properties=species:S:1:pos:R:3:nbo_charge:R:1
C -0.92 -2.01 -1.29 -0.1181
H 1.91 -2.17 0.48 0.2085
H -2.27 0.98 -0.99 0.2347
H -1.62 0.73 0.45 0.2394
O 1.38 2.47 -0.13 -0.7522
H 0.54 3.14 1.65 0.1779
H 1.27 1.50 -0.24 0.4757
H -3.05 0.07 -0.12 0.2344
N 0.34 -2.63 -0.94 -0.5272
N 0.11 -0.76 0.29 -0.5067
C -1.03 -0.86 -0.44 0.1199
C -2.03 0.16 -0.29 -0.6841
C 1.47 2.62 1.36 -0.2628
C 0.89 -1.85 0.04 0.1682
H 2.44 3.05 1.68 0.1759
H 0.67 -3.58 -1.15 0.4230
H 1.44 1.58 1.62 0.1825
H -1.53 -2.45 -2.00 0.2110
```

Formula: C3H10N2S
Source: OMol25
Level of theory: ωB97M-V with the def2-TZVPD basis set

Values from the calculation:
- Calculated total energy: -17083.4824 eV
- Energy above the lowest of the compared OMol25 structures with the same formula, charge and spin: 494.2 kJ/mol

```
16
Properties=species:S:1:pos:R:3:nbo_charge:R:1
H 1.02 1.39 -0.65 0.2233
H 2.58 0.07 -4.80 0.0023
H 1.61 1.30 1.02 0.2322
C 1.09 0.76 0.23 -0.5599
H 2.64 0.73 -4.47 -0.0023
C -0.55 0.53 0.76 -0.0333
H -1.09 2.31 1.14 0.3292
H -0.65 -0.80 -0.89 0.1876
H -2.88 -1.21 -0.89 0.3616
H -2.87 0.28 -0.20 0.3715
C -1.14 -0.72 0.07 -0.2392
S 1.83 -0.73 -0.11 0.0276
H -0.83 -1.60 0.66 0.2024
H -0.49 0.44 1.83 0.2108
N -1.21 1.60 0.43 -0.4715
N -2.60 -0.68 -0.09 -0.8422
```

Formula: C42H35AuN2P3S2
Source: OMol25
Level of theory: ωB97M-V with the def2-TZVPD basis set

Values from the calculation:
- Total charge: +1
- Calculated total energy: -100327.4425 eV

```
85
Properties=species:S:1:pos:R:3:lowdin_charge:R:1
C -1.27 2.91 -1.20 -0.1234
C -0.74 -3.14 1.26 -0.1026
C 0.38 1.11 -3.91 -0.3553
S -2.73 -0.14 -0.31 0.3258
C 2.18 -1.43 3.42 -0.1029
H -2.00 -5.51 3.32 0.1075
H -0.19 -0.54 3.67 0.0884
N -2.02 -0.25 -3.60 -0.1032
C -1.42 -2.03 1.73 -0.3579
C -1.78 4.17 -0.93 -0.0632
H 3.23 2.16 -6.30 0.1110
H 4.36 0.21 2.41 0.1163
H 2.24 -2.26 5.39 0.1122
N -0.86 -2.20 -3.10 -0.0111
C 1.49 1.81 -3.41 -0.1101
C -0.94 -4.39 1.83 -0.0756
H 2.78 -3.15 0.56 0.0613
C -2.97 -3.76 -3.97 -0.0355
H 1.80 4.43 1.87 0.1095
H -3.95 -1.89 -4.37 0.1228
C -0.40 1.44 4.48 -0.0636
C -1.84 -4.53 2.88 -0.0715
C 3.80 1.13 2.28 -0.0766
H 0.93 2.31 0.91 0.0686
C 2.51 2.19 -4.27 -0.0639
H 1.96 -0.43 3.77 0.0921
H -0.02 -3.03 0.44 0.0744
C 0.31 0.78 -5.25 -0.0809
H 0.10 1.19 5.41 0.1117
C -2.60 2.80 -3.21 -0.0749
H -0.57 2.43 -0.52 0.0657
C 2.36 3.51 1.98 -0.0598
C -1.80 -4.36 -3.50 -0.0515
P 1.93 -0.36 0.85 0.5200
C -3.06 -2.39 -4.01 0.0039
C -2.71 4.73 -1.79 -0.0591
C 2.67 -3.73 3.90 -0.0613
H 1.28 0.90 -7.16 0.1103
C -1.97 -1.63 -3.56 -0.3878
C -2.54 -3.43 3.35 -0.0652
H -2.89 2.29 -4.13 0.1068
C 1.34 1.16 -6.11 -0.0688
C 0.35 -0.20 0.22 -0.6731
Au 0.50 -1.03 -1.67 0.7085
H -1.69 -5.44 -3.45 0.1133
H -0.40 -5.25 1.45 0.1073
H 3.11 -4.97 2.20 0.1109
H -1.46 4.70 -0.04 0.1101
C 2.58 1.14 1.60 -0.3392
H -2.29 2.27 1.21 0.0711
C -0.78 -3.55 -3.08 -0.1242
H -2.89 -1.32 3.14 0.1157
C 2.35 -2.46 4.33 -0.0573
C -2.33 -2.18 2.78 -0.0874
H -0.54 0.22 -5.64 0.0997
C -0.91 2.71 4.28 -0.0690
H 2.81 -4.53 4.61 0.1115
P -0.90 0.64 -2.71 0.8983
C -3.12 4.05 -2.93 -0.0610
C 2.65 -2.96 1.62 -0.1179
C -1.69 2.22 -2.33 -0.3702
C 2.83 -3.98 2.54 -0.0672
C -0.55 0.47 3.50 -0.0968
C 4.29 2.32 2.81 -0.0608
C 3.57 3.50 2.66 -0.0602
C 2.43 1.86 -5.62 -0.0652
H -3.80 -4.37 -4.30 0.1209
H -2.93 0.16 -3.76 0.1043
H -3.12 5.72 -1.58 0.1128
H 0.15 -3.96 -2.71 0.1104
H -0.79 3.47 5.05 0.1100
P -1.25 -0.41 0.93 0.3778
C -1.59 3.02 3.10 -0.0656
H 1.56 2.04 -2.35 0.0988
C -1.20 0.78 2.30 -0.3445
C 2.31 -1.68 2.05 -0.3409
H -2.02 4.00 2.96 0.1085
H -3.25 -3.54 4.16 0.1096
H 3.36 2.73 -3.89 0.1124
C 1.87 2.33 1.44 -0.0792
H 5.23 2.32 3.34 0.1121
H 3.96 4.42 3.08 0.1114
C -1.74 2.05 2.12 -0.1030
S 2.79 -0.93 -0.93 0.3530
H -3.84 4.50 -3.60 0.1121
```

Formula: C4H8N2O2
Source: OMol25
Level of theory: ωB97M-V with the def2-TZVPD basis set

Values from the calculation:
- SMILES: C=C1O[C@@]1(N)N(C)O
- Calculated total energy: -11347.2551 eV
- Energy above the lowest of the compared OMol25 structures with the same formula, charge and spin: 661.7 kJ/mol

```
16
Properties=species:S:1:pos:R:3:nbo_charge:R:1
H 0.89 -1.35 -2.55 0.2494
H -1.39 2.37 0.32 0.1814
C 1.10 -0.59 -0.63 0.3529
H 0.37 -1.10 2.51 0.3749
O -2.01 -0.29 0.38 -0.5632
N -0.77 0.39 0.28 -0.2235
O 1.61 0.38 0.71 -0.5423
H 0.23 2.12 -0.32 0.2363
H -0.57 -1.93 1.40 0.3874
H 2.58 -0.73 -2.07 0.2434
N 0.30 -1.44 1.55 -0.8372
C 1.54 -0.89 -1.81 -0.5262
C -0.77 1.70 -0.29 -0.4315
H -1.17 1.67 -1.31 0.1824
H -2.43 0.05 1.18 0.4588
C 0.48 -0.34 0.66 0.4570
```

- The highest calculated total energy belongs to which entry?
  C5H10N2O

- Which of these has the highest calculated total energy?
  C5H10N2O

Copy entry 1 word for word.
Formula: C5H10N2O
Source: OMol25
Level of theory: ωB97M-V with the def2-TZVPD basis set

Values from the calculation:
- SMILES: Cc1c[nH]cn1.CO
- Calculated total energy: -10372.9318 eV
- Energy above the lowest of the compared OMol25 structures with the same formula, charge and spin: 229.0 kJ/mol

```
18
Properties=species:S:1:pos:R:3:nbo_charge:R:1
C -0.92 -2.01 -1.29 -0.1181
H 1.91 -2.17 0.48 0.2085
H -2.27 0.98 -0.99 0.2347
H -1.62 0.73 0.45 0.2394
O 1.38 2.47 -0.13 -0.7522
H 0.54 3.14 1.65 0.1779
H 1.27 1.50 -0.24 0.4757
H -3.05 0.07 -0.12 0.2344
N 0.34 -2.63 -0.94 -0.5272
N 0.11 -0.76 0.29 -0.5067
C -1.03 -0.86 -0.44 0.1199
C -2.03 0.16 -0.29 -0.6841
C 1.47 2.62 1.36 -0.2628
C 0.89 -1.85 0.04 0.1682
H 2.44 3.05 1.68 0.1759
H 0.67 -3.58 -1.15 0.4230
H 1.44 1.58 1.62 0.1825
H -1.53 -2.45 -2.00 0.2110
```

- Which value of calculated total energy does entry 3 give?
  -100327.4425 eV